118
Properties=species:S:1:pos:R:3:forces:R:3 method="wB97M-V/def2-TZVPD" molar_mass_g_mol=595.072 lumo_energy_ev=0.399 energy_ev=-56584.6099 smiles="CC(C)C[C@@H](C)CO[C@H]1CCCS(=O)(=O)O1.CCCCCC.CCCCCC.CCCCCC.CCCCCC" largest_force_ev_per_a=6.340
C -0.647 -2.783 -0.382 0.21 0.65 -0.74
C -1.543 -1.879 -1.330 1.29 -0.77 1.06
C -1.094 -2.192 -2.783 -1.42 1.04 -0.10
C -1.299 -0.401 -0.870 -0.75 -0.62 -0.62
C -1.614 0.697 -1.935 0.03 1.07 1.48
C -3.156 0.999 -1.883 0.73 -0.62 -0.75
C -0.810 2.009 -1.573 -1.66 0.28 -0.51
O 0.273 2.230 -2.483 0.98 -0.26 0.63
C 1.378 1.456 -2.134 -0.69 -1.06 -0.53
C 1.815 0.482 -3.269 0.47 0.38 -0.14
C 2.963 -0.517 -2.861 0.81 0.16 -0.20
C 3.391 -0.440 -1.347 -2.33 0.09 -1.49
S 3.507 1.335 -0.898 3.21 1.79 5.17
O 4.930 1.737 -0.938 -2.74 -0.57 -1.66
O 3.011 1.474 0.499 -0.30 -0.83 -3.02
O 2.545 2.284 -1.858 1.06 -1.73 0.54
H 0.355 -2.815 -0.871 -0.48 -0.16 0.43
H -1.024 -3.816 -0.302 0.16 0.48 0.14
H -0.484 -2.299 0.600 -0.38 -0.53 -0.29
H -2.591 -2.178 -1.124 0.39 0.31 -0.55
H -1.761 -1.618 -3.467 0.42 -0.50 0.17
H -1.232 -3.259 -3.024 0.37 0.41 0.14
H -0.073 -1.819 -2.993 -0.35 -0.52 0.30
H -2.002 -0.220 -0.024 0.60 -0.05 -0.30
H -0.282 -0.351 -0.434 -0.33 0.20 -0.47
H -1.314 0.444 -2.966 -0.16 -0.08 0.48
H -3.401 1.884 -2.504 0.03 -0.46 0.43
H -3.653 0.114 -2.333 -0.08 0.53 0.39
H -3.508 1.127 -0.840 0.17 0.06 -0.56
H -1.504 2.863 -1.723 0.57 -0.33 0.01
H -0.506 2.044 -0.509 0.18 -0.13 -0.50
H 1.136 0.956 -1.176 0.19 -0.04 -0.53
H 0.973 -0.056 -3.733 0.16 0.30 0.52
H 2.239 1.136 -4.060 -0.45 -0.27 0.39
H 3.869 -0.275 -3.457 -0.54 -0.10 0.30
H 2.694 -1.546 -3.171 0.10 0.48 0.55
H 4.302 -1.004 -1.095 -0.14 0.81 -0.10
H 2.539 -0.838 -0.756 0.64 0.37 -0.01
C 1.146 7.002 3.618 0.12 0.02 0.10
C 2.213 7.357 2.588 -0.15 0.08 -0.05
C 1.875 6.867 1.180 0.05 -0.01 -0.02
C 1.758 5.347 1.040 0.00 -0.01 0.05
C 3.005 4.561 1.449 -0.13 -0.10 -0.07
C 4.225 4.891 0.599 0.04 -0.03 0.12
H 1.023 5.922 3.716 -0.02 0.02 -0.01
H 1.421 7.392 4.600 -0.07 -0.02 0.00
H 0.181 7.434 3.341 0.00 -0.05 0.00
H 3.180 6.961 2.910 0.01 -0.03 -0.05
H 2.323 8.446 2.560 0.04 -0.03 -0.01
H 2.632 7.242 0.485 -0.01 -0.03 -0.01
H 0.928 7.319 0.864 0.01 0.02 0.03
H 1.522 5.114 -0.005 0.03 -0.02 0.02
H 0.906 4.988 1.626 -0.01 0.03 -0.01
H 2.790 3.492 1.349 0.05 0.26 0.11
H 3.237 4.735 2.505 -0.05 0.02 -0.01
H 4.029 4.670 -0.454 0.05 0.03 0.00
H 5.079 4.292 0.916 0.01 -0.01 -0.10
H 4.508 5.942 0.683 0.00 -0.01 -0.03
C -2.597 1.586 2.455 0.06 -0.16 0.05
C -3.938 0.865 2.430 0.00 0.08 -0.16
C -5.119 1.797 2.154 -0.05 -0.09 0.03
C -5.341 2.882 3.210 0.05 0.05 0.01
C -5.560 2.362 4.630 -0.07 0.03 -0.06
C -6.804 1.491 4.765 0.07 -0.01 0.11
H -2.549 2.337 3.245 0.01 0.01 -0.04
H -1.790 0.872 2.630 0.05 0.09 -0.03
H -2.411 2.082 1.498 0.03 0.05 0.04
H -4.084 0.328 3.371 -0.04 0.00 -0.01
H -3.907 0.101 1.646 -0.05 -0.03 0.05
H -6.027 1.194 2.051 0.00 0.03 0.00
H -4.970 2.282 1.183 0.02 -0.01 0.01
H -6.209 3.480 2.913 0.01 -0.02 0.02
H -4.492 3.572 3.212 0.00 -0.02 -0.03
H -5.655 3.219 5.303 0.04 -0.02 -0.01
H -4.683 1.804 4.971 0.01 0.03 -0.03
H -7.699 2.049 4.480 0.00 -0.05 -0.03
H -6.927 1.162 5.798 -0.06 -0.02 -0.03
H -6.743 0.598 4.140 -0.03 0.01 0.00
C -6.853 -2.110 1.036 0.08 0.06 0.12
C -5.467 -2.691 0.778 -0.06 0.07 -0.15
C -5.466 -3.794 -0.281 0.09 -0.01 0.04
C -6.291 -5.031 0.079 -0.05 0.00 0.01
C -5.881 -5.721 1.381 0.02 -0.03 -0.09
C -4.453 -6.255 1.353 -0.04 -0.01 0.12
H -7.544 -2.865 1.414 -0.01 0.02 -0.02
H -6.799 -1.312 1.780 -0.06 0.00 -0.03
H -7.273 -1.688 0.119 -0.03 -0.03 0.02
H -5.043 -3.058 1.717 0.03 -0.03 -0.02
H -4.809 -1.884 0.441 0.02 -0.04 0.03
H -4.431 -4.089 -0.481 -0.02 -0.03 -0.01
H -5.848 -3.384 -1.222 0.00 0.02 0.02
H -6.211 -5.751 -0.743 0.00 0.00 0.03
H -7.350 -4.763 0.138 0.02 0.02 -0.02
H -6.565 -6.554 1.563 -0.01 0.04 0.01
H -6.001 -5.039 2.227 -0.02 0.01 -0.03
H -4.328 -6.980 0.546 0.04 0.04 0.00
H -4.216 -6.754 2.294 0.05 -0.02 -0.04
H -3.724 -5.455 1.212 0.00 -0.02 -0.01
C 8.693 -1.050 -2.224 0.09 -0.01 -0.08
C 8.072 -1.924 -3.309 -0.11 0.17 0.07
C 6.825 -2.671 -2.837 0.03 -0.11 -0.08
C 7.063 -3.663 -1.696 0.00 0.03 0.07
C 8.095 -4.751 -1.994 -0.10 -0.03 0.00
C 7.699 -5.653 -3.157 0.12 -0.02 0.03
H 9.023 -1.642 -1.368 -0.01 0.03 0.00
H 9.564 -0.521 -2.614 -0.02 0.03 0.06
H 7.977 -0.305 -1.869 0.02 -0.02 0.03
H 8.819 -2.627 -3.688 -0.05 -0.05 -0.01
H 7.797 -1.287 -4.154 0.02 -0.06 -0.01
H 6.382 -3.193 -3.691 -0.02 -0.01 0.03
H 6.073 -1.942 -2.510 0.05 0.04 -0.02
H 6.108 -4.140 -1.448 0.03 -0.02 0.00
H 7.369 -3.122 -0.796 -0.01 0.02 -0.03
H 8.221 -5.365 -1.098 0.02 0.04 0.00
H 9.073 -4.303 -2.195 -0.03 0.03 0.02
H 6.749 -6.152 -2.951 0.00 0.02 -0.05
H 8.456 -6.422 -3.316 -0.05 -0.02 -0.04
H 7.597 -5.093 -4.088 -0.02 -0.02 0.01